DFT (wB97M-V/def2-TZVPD) results for C51H73N4Ti as an isolated structure.

Positions of all 129 atoms, in Å:
Ti1 0.102 -0.326 0.221
C1 -3.850 -3.650 1.933
N1 -3.329 -2.294 1.649
C2 -4.070 -1.645 0.575
C3 -2.716 -1.600 2.706
C4 -3.512 -1.219 3.820
C5 -2.864 -0.724 4.939
C6 -1.468 -0.817 5.103
C7 -0.700 -1.243 4.046
C8 -1.245 -1.473 2.823
N2 -0.427 -1.637 1.661
C9 0.373 -2.799 1.522
C10 0.079 -4.074 2.053
C11 0.849 -5.217 1.747
C12 1.987 -5.008 0.914
C13 2.401 -3.742 0.477
C14 1.627 -2.652 0.886
N3 2.088 -1.281 0.762
C15 2.560 -0.814 2.065
C16 3.120 -1.100 -0.331
H1 -4.874 -3.675 2.444
H2 -3.118 -4.150 2.562
H3 -3.830 -4.160 0.972
H4 -3.705 -1.915 -0.395
H5 -3.988 -0.574 0.615
H6 -5.159 -1.844 0.575
H7 -4.623 -1.299 3.776
H8 -3.499 -0.326 5.730
H9 -0.997 -0.629 6.058
H10 0.387 -1.335 4.234
H11 -0.702 -4.172 2.769
H12 0.703 -6.197 2.216
H13 2.559 -5.877 0.597
H14 3.271 -3.665 -0.147
H15 3.474 -1.358 2.352
H16 1.820 -0.997 2.884
H17 2.869 0.259 1.923
H18 4.071 -1.636 -0.069
H19 3.386 -0.058 -0.151
H20 2.680 -1.286 -1.281
C17 0.371 1.928 2.189
C18 1.594 2.505 1.882
C19 1.700 2.627 0.415
C20 0.397 2.201 -0.064
C21 -0.451 1.986 1.044
C22 -1.824 2.724 1.312
C23 -1.519 4.248 1.264
C24 -2.970 2.620 0.318
C25 -2.402 2.420 2.729
C26 2.651 3.425 -0.471
C27 4.114 2.969 -0.384
C28 2.221 3.350 -1.959
C29 2.565 4.921 -0.112
C30 2.439 2.994 3.004
C31 1.689 4.227 3.614
C32 2.479 1.917 4.139
C33 3.902 3.451 2.854
H21 0.093 1.685 3.281
H22 0.076 2.272 -1.114
H23 -1.016 4.562 0.363
H24 -0.870 4.560 2.129
H25 -2.471 4.784 1.341
H26 -2.615 2.827 -0.697
H27 -3.818 3.323 0.399
H28 -3.542 1.669 0.317
H29 -1.850 2.920 3.531
H30 -2.439 1.343 2.827
H31 -3.440 2.751 2.732
H32 4.283 1.932 -0.664
H33 4.479 3.027 0.603
H34 4.743 3.573 -1.028
H35 1.185 3.726 -2.066
H36 2.288 2.279 -2.324
H37 2.982 3.894 -2.563
H38 2.650 5.073 0.976
H39 1.655 5.364 -0.397
H40 3.393 5.399 -0.637
H41 0.661 3.919 3.874
H42 1.717 5.022 2.891
H43 2.145 4.647 4.473
H44 1.497 1.387 4.330
H45 3.283 1.125 3.959
H46 2.831 2.421 5.059
H47 4.051 4.294 2.170
H48 4.504 2.634 2.451
H49 4.230 3.806 3.837
C34 3.230 -4.385 -3.086
C35 1.827 -4.062 -2.724
C36 0.946 -5.062 -2.292
C37 -0.391 -4.749 -1.897
C38 -1.387 -5.839 -1.690
C39 -0.799 -3.411 -1.832
C40 0.131 -2.409 -2.092
C41 1.407 -2.730 -2.673
N4 -0.114 -1.065 -1.642
C42 -0.901 -0.260 -2.684
C43 -2.045 0.664 -2.119
C44 -2.666 1.592 -3.224
C45 -3.305 0.760 -4.323
C46 -2.289 -0.238 -4.851
C47 -1.251 0.616 -5.535
C48 -0.507 1.522 -4.517
C49 -1.542 2.437 -3.905
C50 0.149 0.598 -3.457
C51 -1.673 -1.108 -3.721
H50 3.553 -5.393 -2.832
H51 4.055 -3.770 -2.615
H52 3.256 -4.199 -4.194
H53 1.300 -6.063 -2.069
H54 -2.214 -5.799 -2.433
H55 -1.869 -5.732 -0.695
H56 -0.986 -6.828 -1.707
H57 -1.822 -3.221 -1.537
H58 2.127 -1.891 -2.876
H59 -1.718 1.270 -1.298
H60 -2.914 0.076 -1.765
H61 -3.421 2.316 -2.770
H62 -3.688 1.397 -5.104
H63 -4.200 0.225 -3.869
H64 -2.811 -0.930 -5.603
H65 -1.701 1.218 -6.348
H66 -0.546 0.039 -6.070
H67 0.292 2.157 -5.007
H68 -2.057 3.017 -4.651
H69 -1.076 3.155 -3.190
H70 0.754 1.129 -2.752
H71 0.897 -0.027 -3.996
H72 -0.985 -1.842 -4.170
H73 -2.422 -1.696 -3.244

2S+1: 1
Largest force on an atom (eV/A): 3.49
E_HOMO (spin up / spin down) (eV): -10.4 / -10.4
Energy (eV): -83139.257
Charge: +1
LUMO energy (spin up / spin down) (eV): -3.45 / -3.95

Atom charges from the Mulliken analysis, given in e for atoms 1 to 6: 1.013, -1.067, 1.018, -0.719, -0.468, -0.229